{
  "formula": "C54H124B5F20N8O2",
  "method": "the ωB97M-V functional and the def2-TZVPD basis",
  "homo_lumo_gap_ev": 10.879,
  "energy_ha": -4842.40196,
  "max_force_ev_per_a": 3.41,
  "spin_multiplicity": 1,
  "total_charge": 3,
  "homo_ev": -16.21,
  "species": ["C", "C", "O", "N", "H", "H", "C", "H", "H", "H", "H", "H", "H", "C", "C", "O", "N", "H", "H", "C", "H", "H", "H", "H", "H", "H", "C", "C", "C", "N", "C", "C", "C", "C", "C", "H", "H", "H", "H", "H", "H", "H", "H", "H", "H", "H", "H", "H", "H", "H", "H", "H", "H", "C", "C", "C", "N", "C", "C", "C", "C", "C", "H", "H", "H", "H", "H", "H", "H", "H", "H", "H", "H", "H", "H", "H", "H", "H", "H", "H", "C", "C", "C", "N", "C", "C", "C", "C", "C", "H", "H", "H", "H", "H", "H", "H", "H", "H", "H", "H", "H", "H", "H", "H", "H", "H", "H", "C", "C", "C", "N", "C", "C", "C", "C", "C", "H", "H", "H", "H", "H", "H", "H", "H", "H", "H", "H", "H", "H", "H", "H", "H", "H", "H", "C", "C", "C", "N", "C", "C", "C", "C", "C", "H", "H", "H", "H", "H", "H", "H", "H", "H", "H", "H", "H", "H", "H", "H", "H", "H", "H", "C", "C", "C", "N", "C", "C", "C", "C", "C", "H", "H", "H", "H", "H", "H", "H", "H", "H", "H", "H", "H", "H", "H", "H", "H", "H", "H", "B", "F", "F", "F", "F", "B", "F", "F", "F", "F", "B", "F", "F", "F", "F", "B", "F", "F", "F", "F", "B", "F", "F", "F", "F"],
  "positions_angstrom": [[0.634899, -0.119512, 0.924469], [-0.065468, -0.161000, -0.354455], [0.020289, 0.693834, -1.239041], [-0.949294, -1.280777, -0.491205], [-0.819702, -1.637637, -1.471889], [-0.573243, -2.096741, 0.053111], [-2.429049, -1.054764, -0.343016], [-0.140963, -0.071718, 1.675665], [1.342007, 0.710108, 0.957203], [1.140333, -1.045719, 1.145049], [-2.850327, -0.466767, -1.143890], [-2.607469, -0.581248, 0.620003], [-2.896310, -2.019496, -0.289399], [-2.932428, 3.131723, -0.771137], [-2.798895, 4.254883, 0.249620], [-2.095804, 5.251153, 0.231944], [-3.688918, 4.186581, 1.397193], [-3.119283, 3.845721, 2.228319], [-3.972089, 5.132385, 1.612797], [-4.889910, 3.326618, 1.312183], [-2.187312, 3.327289, -1.515543], [-3.943330, 3.230540, -1.177580], [-2.796825, 2.156201, -0.296930], [-5.514198, 3.677533, 0.457975], [-5.445478, 3.395034, 2.234674], [-4.542019, 2.312745, 1.118072], [-3.266712, 1.832610, -7.212939], [-2.362631, 1.656733, -6.005257], [-1.064764, 2.368291, -6.225441], [0.018306, 2.073220, -5.222628], [-0.447898, 2.514842, -3.878626], [1.290319, 2.735850, -5.669459], [2.230604, 1.681845, -6.156345], [1.945504, 0.565137, -5.096275], [0.448195, 0.555269, -5.111424], [-2.753267, 1.310477, -8.049651], [-3.419942, 2.884753, -7.531214], [-4.261747, 1.382571, -7.106325], [-2.105998, 0.589939, -5.876342], [-2.741672, 1.951327, -5.031358], [-1.321885, 3.424058, -6.184866], [-0.669390, 2.147543, -7.235933], [-0.901352, 3.477344, -4.142682], [0.355427, 2.546999, -3.125808], [-1.220914, 1.849824, -3.528112], [1.689105, 3.211855, -4.761511], [1.066924, 3.471561, -6.441794], [3.261024, 2.040946, -6.124236], [1.963362, 1.266901, -7.152121], [2.241894, 0.814213, -4.071058], [2.405058, -0.338615, -5.486251], [-0.005543, 0.142505, -4.217124], [0.079996, 0.086099, -6.020773], [-7.049557, -2.240913, -7.084425], [-5.846409, -2.407585, -6.086749], [-6.404954, -2.544650, -4.613272], [-5.398796, -3.124892, -3.615154], [-4.223936, -2.309430, -3.374492], [-4.910599, -4.525408, -3.938711], [-4.472294, -5.174453, -2.633430], [-5.233424, -4.376038, -1.572190], [-6.054475, -3.329610, -2.317442], [-6.600967, -2.081764, -8.091206], [-7.718574, -1.419948, -6.785412], [-7.612440, -3.175890, -7.043222], [-5.086850, -1.604949, -6.089296], [-5.371006, -3.365873, -6.261697], [-7.255202, -3.231089, -4.647836], [-6.766394, -1.577857, -4.273914], [-3.581846, -2.369117, -4.264514], [-3.628850, -2.688911, -2.528535], [-4.496771, -1.265302, -3.203635], [-4.151943, -4.535203, -4.727875], [-5.789203, -5.027319, -4.340771], [-3.378811, -5.152271, -2.479436], [-4.750451, -6.225770, -2.659881], [-4.586605, -3.881853, -0.867406], [-5.923637, -5.009208, -0.997412], [-6.164637, -2.375831, -1.822125], [-7.037324, -3.753333, -2.516421], [5.739728, -3.118182, 2.412836], [4.411342, -3.472290, 3.113547], [4.311494, -2.680639, 4.434476], [2.984309, -2.658696, 5.098134], [2.555031, -4.047468, 5.472146], [1.896367, -1.970277, 4.297534], [0.827455, -1.558623, 5.263103], [1.547941, -1.448628, 6.624093], [2.986660, -1.849377, 6.326062], [6.549455, -3.437193, 3.054499], [5.852923, -2.056966, 2.175043], [5.774677, -3.713795, 1.493733], [4.448343, -4.555178, 3.330047], [3.587318, -3.239948, 2.432197], [4.537568, -1.618532, 4.294311], [4.974582, -3.123108, 5.157178], [1.732100, -4.039906, 6.206470], [3.400791, -4.569137, 5.919129], [2.209098, -4.548840, 4.595789], [1.504474, -2.674704, 3.579898], [2.291674, -1.072448, 3.805718], [-0.031353, -2.265776, 5.300728], [0.455601, -0.572798, 4.880160], [1.163985, -2.108284, 7.385437], [1.384813, -0.433144, 6.976964], [3.402586, -2.430696, 7.142407], [3.614161, -0.985475, 6.175984], [5.509429, 6.814658, 2.692220], [4.628462, 5.720269, 2.033734], [4.306668, 5.899883, 0.629322], [3.629263, 4.773926, -0.116388], [4.696240, 3.808010, -0.376032], [3.060449, 5.347533, -1.384486], [1.763900, 5.982804, -0.975934], [1.409405, 5.339656, 0.351432], [2.452100, 4.256085, 0.542144], [6.516164, 6.879769, 2.255927], [5.584648, 6.518077, 3.740768], [5.050001, 7.791283, 2.656220], [3.703534, 5.632417, 2.590098], [5.238794, 4.819625, 2.191973], [5.199171, 6.099739, 0.038940], [3.666440, 6.745815, 0.412089], [5.209797, 3.483763, 0.550194], [5.392522, 4.257892, -1.112469], [4.231346, 2.892245, -0.798913], [2.933645, 4.519478, -2.095414], [3.732284, 6.029384, -1.916530], [1.042399, 5.903580, -1.800911], [1.954111, 7.042721, -0.828723], [0.442605, 4.846752, 0.299253], [1.339284, 6.071233, 1.163931], [2.178250, 3.333225, -0.004160], [2.631950, 3.938271, 1.549810], [-7.506256, -2.734276, 7.187179], [-6.212606, -3.116368, 6.531675], [-5.828846, -2.199233, 5.383992], [-4.526215, -2.458637, 4.691061], [-4.473402, -3.766018, 4.026386], [-3.361157, -2.320134, 5.678022], [-3.199856, -0.783189, 5.872389], [-3.597088, -0.234393, 4.537413], [-4.227077, -1.342336, 3.733409], [-8.353328, -2.675238, 6.463777], [-7.334845, -1.775039, 7.676026], [-7.684938, -3.494855, 7.915740], [-6.329664, -4.138753, 6.147029], [-5.380524, -3.130183, 7.211895], [-5.834905, -1.148228, 5.708326], [-6.603243, -2.307331, 4.607256], [-5.375713, -3.795444, 3.403424], [-4.538091, -4.582159, 4.723755], [-3.595825, -3.831046, 3.392154], [-2.454011, -2.662665, 5.149745], [-3.526288, -2.966633, 6.534669], [-2.148548, -0.673331, 6.106562], [-3.754691, -0.447812, 6.748648], [-2.697329, 0.055691, 3.992484], [-4.220054, 0.655205, 4.602635], [-3.573679, -1.853379, 3.047479], [-5.149223, -1.009164, 3.220663], [3.828625, -2.077704, -1.527299], [5.308504, -1.790291, -1.439875], [5.664179, -0.364311, -1.927818], [7.078645, 0.024554, -1.605857], [8.035350, -0.970533, -2.183928], [7.338913, 0.242040, -0.145065], [8.162194, 1.478565, 0.054008], [8.558544, 1.868140, -1.381323], [7.394518, 1.348521, -2.203532], [3.579238, -3.072163, -1.178966], [3.429763, -2.049797, -2.562156], [3.154515, -1.409488, -1.009339], [5.859236, -2.533026, -2.030758], [5.668443, -1.875524, -0.404919], [4.974309, 0.311962, -1.440342], [5.561858, -0.308415, -3.019681], [8.028943, -1.911832, -1.649623], [9.022574, -0.523414, -2.153425], [7.799761, -1.150060, -3.241119], [8.022326, -0.530649, 0.164475], [6.392202, 0.249743, 0.413167], [9.008597, 1.353991, 0.719562], [7.512644, 2.265109, 0.456686], [9.505369, 1.399368, -1.633761], [8.690466, 2.957923, -1.491353], [7.630532, 1.230319, -3.259536], [6.485964, 1.947362, -2.076162], [-1.201774, 2.140178, 2.476179], [-0.621149, 1.269401, 3.416660], [-0.314521, 2.763430, 1.526208], [-2.187146, 1.270439, 1.812254], [-2.069675, 3.088288, 3.178214], [4.320123, 1.491020, 2.258522], [3.726200, 1.315403, 0.947729], [4.259819, 0.143947, 2.925668], [5.725246, 1.706577, 2.072255], [3.711007, 2.486233, 2.992363], [-0.781241, -3.578927, 2.241724], [-0.058565, -4.072312, 3.357337], [-1.697069, -4.466287, 1.726600], [-1.493033, -2.349433, 2.793400], [0.188434, -3.030803, 1.268408], [-0.104352, -2.629225, -3.688108], [-0.792633, -3.714024, -4.281296], [0.893603, -2.077307, -4.448694], [-1.078071, -1.541017, -3.369659], [0.371557, -2.998190, -2.310127], [-5.519045, 0.715159, -1.656511], [-4.393469, 0.814411, -2.618812], [-5.894218, 1.982223, -1.170501], [-6.635624, 0.043036, -2.240386], [-5.014388, -0.212170, -0.603079]],
  "forces_ev_per_angstrom": [[0.7, 0.3, 0.1], [0.9, 3.0, -1.4], [-0.5, -2.0, 1.4], [-0.4, -2.1, -2.0], [0.0, 0.4, 0.2], [-0.4, 0.6, 0.4], [0.3, 0.3, 1.1], [-0.2, 0.2, 0.5], [-0.3, 0.0, 0.1], [0.3, -0.4, -0.1], [0.3, 0.1, -0.3], [0.1, 0.2, -0.1], [-0.1, -0.5, -0.2], [0.0, 1.2, 1.1], [1.7, 1.3, -1.2], [-1.1, -2.0, -0.4], [-0.6, -0.4, 1.6], [0.2, 0.1, -0.4], [0.1, 0.5, 0.1], [-0.5, -0.1, -1.4], [0.3, -0.1, -0.4], [0.1, -0.4, -0.2], [-0.1, 0.1, -0.1], [0.4, -0.4, 0.7], [0.0, 0.0, 0.2], [-0.3, 0.0, 0.1], [0.0, 0.0, -0.8], [0.4, -1.4, 0.6], [0.0, -0.1, -0.9], [0.5, -1.5, 0.1], [-0.1, 0.9, -0.5], [0.0, 1.3, 0.1], [0.0, -1.1, 1.0], [0.4, 0.8, -1.0], [-0.9, 0.3, -0.5], [-0.5, 0.4, 0.3], [0.2, -0.5, 0.4], [0.4, 0.1, 0.2], [-0.4, 0.1, -0.1], [-0.7, 0.2, -0.1], [0.7, 0.4, 0.0], [0.0, 0.0, 0.5], [0.2, 0.2, 1.0], [-0.2, 0.1, -0.5], [-0.1, -0.3, 0.1], [0.1, 0.1, -0.5], [-0.1, 0.2, 0.3], [-0.1, -0.1, -0.3], [0.3, 0.5, 0.5], [0.6, 0.0, -0.3], [-0.3, -0.3, 0.6], [-0.2, -0.1, -0.2], [-0.2, -0.2, 0.1], [1.5, 0.1, 0.5], [-0.9, -0.1, 1.6], [0.7, -0.1, -1.5], [-0.2, -0.7, -0.3], [1.6, 1.3, -0.7], [-0.4, -0.4, -1.1], [0.5, 0.2, -0.1], [-0.6, -0.1, 0.6], [-1.0, -0.6, 0.6], [-0.8, -0.1, 0.6], [0.3, -0.2, -0.3], [0.0, 0.1, -0.3], [-0.5, -0.3, -0.3], [0.3, 0.0, -0.5], [0.2, -0.1, 0.2], [0.2, 0.0, 0.5], [-0.1, 0.1, 0.3], [-0.5, 0.1, -0.4], [0.0, -0.2, 0.1], [-0.1, 0.3, 0.3], [-0.1, -0.2, 0.0], [-0.5, 0.2, -0.2], [-0.1, 0.0, 0.1], [0.4, 0.0, 0.3], [0.3, 0.2, -0.1], [0.0, 0.2, 0.2], [-0.1, 0.2, -0.1], [-0.6, -0.5, 0.0], [0.3, 0.4, 0.3], [-0.1, 0.4, -0.8], [-1.4, -0.4, 0.0], [-0.2, 0.1, 0.5], [0.0, -0.3, -1.0], [-1.2, 0.4, 0.2], [-0.4, 0.2, -0.5], [0.4, 0.8, 1.4], [0.4, 0.0, 0.0], [-0.2, -0.1, 0.1], [0.2, 0.2, 0.1], [-0.3, 0.4, -0.2], [-0.1, -0.1, 0.2], [0.3, -0.3, -0.2], [0.5, 0.0, 0.3], [0.4, 0.3, -0.4], [0.0, 0.1, -0.1], [-0.1, -0.4, -0.6], [0.2, 0.0, -0.4], [0.5, -0.4, 0.1], [0.7, 0.4, -0.2], [0.0, -0.8, 0.6], [-0.5, -0.2, 0.1], [0.7, 0.0, 0.3], [0.3, -0.1, 0.0], [0.3, 0.3, -0.2], [-0.4, -0.4, -0.3], [0.9, -0.5, 1.8], [-0.1, 1.5, -2.1], [1.9, 0.9, -0.4], [0.3, -1.7, -0.8], [0.5, -0.6, -1.2], [0.0, 1.0, -0.5], [-1.1, -0.6, 0.2], [-1.3, -1.1, 0.2], [-0.3, -0.1, 0.1], [0.2, 0.2, -0.1], [-0.1, 0.3, 0.0], [-0.1, -0.2, 0.4], [-0.6, -0.2, -0.1], [0.2, 0.0, 0.0], [-0.1, 0.4, 0.5], [-0.3, 0.4, -0.5], [-0.3, -0.3, 0.6], [0.3, 0.5, 0.2], [-0.1, -0.1, 0.4], [0.3, -0.1, 0.6], [0.0, -0.1, 0.5], [-0.3, 0.2, -0.1], [-0.1, 0.1, 0.2], [0.3, -0.2, -0.1], [0.0, 0.4, 0.2], [0.3, 0.0, 0.5], [0.0, 0.8, -0.5], [0.7, -0.8, -1.4], [-1.1, 0.2, -0.4], [0.8, 0.3, 1.6], [-1.2, 0.0, -0.9], [0.3, 0.5, -0.7], [0.1, -2.1, 1.3], [0.8, 1.0, -0.9], [-1.2, -0.3, -0.5], [0.6, 0.0, 0.6], [-0.6, 0.1, 0.1], [-0.6, -0.2, 0.6], [0.2, 0.1, 0.0], [0.1, -0.1, 0.8], [0.2, -0.3, -0.1], [0.3, 0.2, 0.1], [0.3, -0.2, -0.1], [0.2, -0.2, 0.4], [0.2, 0.0, 0.1], [-0.6, -0.1, 0.0], [0.0, 0.2, 0.1], [0.2, 0.5, 0.0], [-0.2, 0.2, -0.2], [-0.1, 0.2, 0.0], [-0.1, -0.1, 0.1], [0.5, 0.6, -0.5], [0.4, -0.5, 0.2], [-1.0, -0.2, -1.1], [0.7, 0.5, 0.1], [-0.3, -1.4, 0.0], [-0.1, -0.2, -0.5], [0.2, 0.0, -0.6], [0.1, -1.1, 1.2], [-0.7, 1.8, -0.7], [0.1, 0.8, 0.5], [0.2, 0.6, -0.4], [0.2, -0.2, 0.2], [0.5, -0.1, 0.3], [0.3, 0.5, 0.6], [-0.1, 0.1, 0.1], [-0.2, -0.1, -0.1], [0.1, 0.5, 0.1], [0.0, 0.1, 0.2], [-0.1, 0.0, 0.2], [0.1, -0.2, 0.2], [-0.2, 0.1, 0.3], [-0.5, -1.0, 0.3], [0.4, -0.1, -0.2], [0.0, -0.1, 0.0], [0.3, -0.1, 0.1], [0.0, 0.0, -0.3], [0.0, -0.5, -0.1], [-0.2, 0.0, 0.0], [0.3, 0.1, -0.1], [-0.9, -1.2, 0.1], [0.4, 1.2, -0.5], [-1.4, -0.7, 1.5], [0.8, 1.0, -0.4], [1.0, 0.0, -0.6], [0.8, -2.4, 0.1], [0.2, 0.3, 0.8], [-0.4, 1.8, -0.7], [-0.9, 0.4, -0.1], [0.2, -0.4, -0.4], [0.3, 1.7, 1.3], [-0.4, -0.1, -1.0], [0.5, 0.6, 0.0], [0.6, -1.4, -1.0], [-1.2, -1.0, 0.7], [-1.2, -0.6, 1.7], [0.8, 1.3, 0.6], [0.1, -0.3, 0.0], [0.4, -0.7, -0.2], [-0.4, 0.4, -1.8], [0.3, -1.4, -0.2], [-1.3, 0.2, 1.1], [0.6, -1.0, -0.2], [1.1, 0.7, 0.2], [-0.6, 1.5, -0.8]]
}